[1]
C36H40F4N5O7Sn | ωB97M-V/def2-TZVPD

Values from the calculation:
Charge ... +1
Energy relative to the best compared isomer or geometry (same formula, charge and spin) ... 73.22 kJ/mol
Spin multiplicity ... 1
F_max ... 0.022 hartree/bohr
LUMO energy (spin up / spin down) ... -0.1861 / -0.2013 hartree
Electronic energy ... -2809.7806 hartree
Frontier orbital gap (spin up / spin down) ... 0.168 / 0.153 hartree

XYZ file:
```
93
C36H40F4N5O7Sn (ωB97M-V/def2-TZVPD)
Sn -0.658 0.534 0.165
C 1.205 -0.266 3.379
C 0.665 1.162 3.329
N -0.754 1.220 2.929
C -1.638 0.597 3.945
C -2.554 -0.479 3.366
C -1.126 2.608 2.623
C -2.519 2.764 2.020
N -2.726 1.828 0.936
C -3.871 1.805 0.240
C -4.241 0.576 -0.368
F -3.475 -0.489 -0.127
C -5.372 0.429 -1.127
F -5.656 -0.760 -1.642
C -6.212 1.509 -1.355
C -5.880 2.730 -0.786
F -6.649 3.786 -1.018
C -4.768 2.882 0.010
F -4.491 4.086 0.494
H 2.294 -0.256 3.350
H 0.847 -0.843 2.522
H 0.904 -0.794 4.284
H 1.231 1.730 2.584
H 0.807 1.652 4.300
H -2.240 1.369 4.434
H -1.016 0.148 4.718
H -3.338 -0.043 2.747
H -3.032 -1.046 4.164
H -1.982 -1.181 2.752
H -0.401 3.011 1.908
H -1.068 3.230 3.526
H -2.620 3.802 1.694
H -3.289 2.600 2.782
H -7.094 1.406 -1.973
O -3.313 -3.303 -4.307
C -2.622 -2.631 -3.606
C -1.973 -3.061 -2.276
O -1.988 -4.159 -1.798
C -1.404 -1.814 -1.689
C -1.692 -0.677 -2.532
O -1.516 0.505 -2.147
C -2.255 -1.151 -3.826
O -2.316 -0.559 -4.871
O -0.722 -1.710 -0.646
C 2.469 -5.691 2.956
C 3.153 -4.429 2.502
C 4.380 -4.075 3.046
C 5.024 -2.913 2.649
C 4.458 -2.121 1.669
C 3.250 -2.488 1.075
N 2.770 -1.649 0.032
C 2.536 -2.001 -1.272
C 2.723 -3.326 -1.708
C 2.486 -3.683 -3.016
C 2.080 -2.733 -3.954
C 1.957 -1.416 -3.559
C 2.169 -1.026 -2.234
C 1.856 0.387 -1.891
O 1.704 0.727 -0.665
O 1.771 1.213 -2.846
C 2.559 -3.618 1.520
C 1.190 -3.970 1.012
H 3.147 -6.298 3.554
H 2.140 -6.284 2.102
H 1.585 -5.474 3.562
H 4.838 -4.712 3.794
H 5.977 -2.640 3.083
H 4.962 -1.227 1.321
H 2.771 -0.658 0.211
H 3.073 -4.060 -0.995
H 2.626 -4.711 -3.325
H 1.895 -3.019 -4.981
H 1.684 -0.655 -4.277
H 1.207 -4.885 0.414
H 0.773 -3.185 0.389
H 0.512 -4.154 1.849
N 1.362 3.693 -3.127
C 2.235 4.432 -2.174
C 1.627 4.321 -0.779
N 0.257 4.829 -0.725
C -0.582 4.181 -1.721
C -0.022 4.227 -3.139
H 1.417 2.589 -2.850
H 1.756 3.723 -4.064
H 2.303 5.478 -2.481
H 3.227 3.983 -2.205
H 2.248 4.856 -0.062
H 1.608 3.266 -0.497
H 0.238 5.837 -0.826
H -1.580 4.619 -1.703
H -0.667 3.130 -1.453
H -0.011 5.251 -3.516
H -0.625 3.610 -3.805
```

Here are the Mulliken charges for atoms 1 to 8, given in e: atom 1 (Sn): 1.6120, atom 2 (C): -0.5590, atom 3 (C): -1.0375, atom 4 (N): 0.7008, atom 5 (C): -1.0560, atom 6 (C): -0.6622, atom 7 (C): -1.5835, atom 8 (C): -0.8412



[2]
C36H40F8I2N4O28S2 | ωB97M-V/def2-TZVPD

Values from the calculation:
Spin multiplicity ... 1
F_max ... 0.103 hartree/bohr
LUMO energy ... -0.0467 hartree
Electronic energy ... -5912.1040 hartree
Frontier orbital gap ... 0.268 hartree

XYZ file:
```
120
C36H40F8I2N4O28S2 (ωB97M-V/def2-TZVPD)
C 3.021 -0.423 -0.017
C 3.422 -0.256 -1.548
C 4.367 1.043 -1.828
O 4.684 1.658 -0.552
C 4.441 3.058 -0.547
O 5.420 3.795 -0.241
C 3.052 3.750 -0.945
S 1.707 3.530 0.308
C 0.599 2.105 -0.214
N 0.196 1.289 0.828
N -0.539 0.268 0.457
C -0.774 0.195 -0.910
C -1.640 -1.102 -1.389
I -1.941 -2.446 0.346
C -3.109 -0.711 -1.899
C -3.148 0.106 -3.281
I -4.339 0.258 -0.341
N -0.401 1.040 -1.943
N 0.333 2.061 -1.571
O 4.106 -1.443 -2.100
C 3.302 -2.629 -1.898
O 3.689 -3.541 -1.111
C 1.877 -2.856 -2.601
S 2.162 -2.965 -4.447
H 2.644 0.542 0.482
H 2.166 -1.188 0.135
H 3.946 -0.828 0.534
H 2.494 -0.098 -2.216
H 3.844 1.731 -2.573
H 5.365 0.741 -2.306
H 2.685 3.473 -1.997
H 3.272 4.882 -0.991
H -1.012 -1.696 -2.130
H -3.653 -1.709 -2.107
H -2.598 1.102 -3.255
H -4.261 0.336 -3.482
H -2.817 -0.583 -4.141
H 1.132 -2.001 -2.379
H 1.397 -3.812 -2.216
H 3.348 -2.269 -4.666
C 5.613 -3.657 3.267
C 4.829 -2.822 2.307
O 4.732 -1.577 2.960
C 5.849 -1.485 3.733
O 6.246 -0.466 4.218
O 6.463 -2.694 3.878
F 3.580 -3.317 2.142
H 4.984 -4.124 4.031
H 6.193 -4.434 2.768
H 5.305 -2.689 1.331
C 6.640 1.516 6.846
C 5.854 2.345 5.884
O 5.756 3.594 6.541
C 6.875 3.686 7.315
O 7.272 4.703 7.803
O 7.489 2.478 7.458
F 4.607 1.846 5.719
H 6.013 1.048 7.610
H 7.221 0.740 6.347
H 6.334 2.478 4.910
C 3.492 -6.538 -5.384
C 3.742 -6.634 -6.855
O 3.654 -8.022 -7.107
C 2.791 -8.508 -6.170
O 2.266 -9.579 -6.233
O 2.596 -7.617 -5.157
F 4.995 -6.219 -7.164
H 4.399 -6.689 -4.791
H 3.041 -5.586 -5.098
H 3.013 -6.101 -7.471
C -5.406 -5.296 0.173
C -5.883 -3.954 -0.281
O -5.791 -4.038 -1.689
C -5.970 -5.355 -1.987
O -6.222 -5.769 -3.080
O -5.833 -6.144 -0.884
F -5.055 -2.974 0.147
H -4.318 -5.347 0.263
H -5.851 -5.597 1.123
H -6.913 -3.722 0.006
C 1.407 5.808 4.763
C 0.154 6.616 4.659
O -0.384 6.219 3.413
C 0.040 4.937 3.228
O -0.428 4.184 2.425
O 1.057 4.615 4.074
F 0.431 7.941 4.605
H 2.257 6.281 4.263
H 1.683 5.597 5.797
H -0.574 6.422 5.452
C -4.770 4.391 -0.541
C -6.022 5.200 -0.663
O -6.534 4.814 -1.926
C -6.106 3.535 -2.114
O -6.557 2.789 -2.934
O -5.105 3.205 -1.248
F -5.741 6.523 -0.700
H -3.910 4.868 -1.019
H -4.516 4.171 0.498
H -6.759 4.998 0.107
C -7.274 9.423 1.412
C -7.100 9.145 2.871
O -7.456 7.783 2.983
C -7.146 7.225 1.780
O -7.058 6.042 1.592
O -6.944 8.172 0.824
F -7.962 9.880 3.613
H -8.304 9.686 1.153
H -6.610 10.212 1.056
H -6.079 9.290 3.238
C -2.588 -7.919 -1.738
C -1.399 -7.651 -2.604
O -1.576 -6.301 -2.986
C -2.263 -5.721 -1.963
O -2.362 -4.538 -1.805
O -2.818 -6.651 -1.137
F -1.423 -8.421 -3.716
H -3.471 -8.213 -2.313
H -2.391 -8.682 -0.983
H -0.437 -7.766 -2.095
```

Here are the Mulliken charges for atoms 1 to 8, given in e: atom 1 (C): -0.8364, atom 2 (C): 0.8441, atom 3 (C): -0.6421, atom 4 (O): -0.2902, atom 5 (C): 0.6256, atom 6 (O): -0.5937, atom 7 (C): -0.6407, atom 8 (S): -0.0475



[3]
C36H40IrN10OPS | ωB97M-V/def2-TZVPD

Values from the calculation:
Charge ... +2
Energy relative to the best compared isomer or geometry (same formula, charge and spin) ... 101.42 kJ/mol
Spin multiplicity ... 1
F_max ... 0.077 hartree/bohr
LUMO energy (spin up / spin down) ... -0.2359 / -0.2357 hartree
Electronic energy ... -2862.0764 hartree
Frontier orbital gap (spin up / spin down) ... 0.232 / 0.233 hartree

XYZ file:
```
90
C36H40IrN10OPS (ωB97M-V/def2-TZVPD)
Ir -0.202 -0.047 0.215
C 2.851 -2.684 -1.163
C 2.419 -3.153 -2.413
C 1.323 -2.570 -2.985
C 0.640 -1.517 -2.321
N 1.028 -1.125 -1.064
C 2.122 -1.697 -0.545
N -0.291 -0.879 -3.009
C -1.087 0.078 -2.609
N -1.329 0.422 -1.292
C -2.121 1.557 -1.273
N -2.473 2.251 -0.216
C -2.269 1.987 1.066
C -2.885 2.860 1.997
C -2.793 2.618 3.339
C -2.114 1.472 3.765
C -1.514 0.677 2.818
N -1.523 0.923 1.503
C -2.454 1.909 -2.617
C -3.238 2.927 -3.155
C -3.319 3.025 -4.529
C -2.613 2.151 -5.365
C -1.850 1.123 -4.849
C -1.796 0.979 -3.463
H 3.722 -3.091 -0.676
H 2.959 -3.939 -2.918
H 0.949 -2.865 -3.952
H 2.436 -1.316 0.417
H -3.427 3.702 1.601
H -3.244 3.283 4.058
H -2.066 1.202 4.806
H -1.001 -0.221 3.133
H -3.756 3.616 -2.509
H -3.942 3.785 -4.974
H -2.678 2.287 -6.433
H -1.306 0.446 -5.487
C 1.876 -2.416 5.993
C 2.641 -2.768 4.721
N 1.766 -2.977 3.574
C 1.548 -4.330 3.104
C 0.424 -5.060 3.831
C 1.212 -1.924 2.989
S -0.056 -2.201 1.814
N 1.565 -0.728 3.424
C 1.557 0.423 2.798
O 1.408 0.583 1.548
C 1.844 1.617 3.613
C 2.713 1.566 4.698
C 3.002 2.725 5.393
C 2.412 3.925 5.028
C 1.527 3.973 3.961
C 1.257 2.825 3.242
H 2.584 -2.299 6.809
H 1.169 -3.195 6.262
H 1.337 -1.481 5.868
H 3.213 -3.683 4.874
H 3.325 -1.949 4.481
H 2.487 -4.875 3.234
H 1.316 -4.287 2.035
H 0.629 -5.148 4.894
H 0.337 -6.060 3.416
H -0.523 -4.547 3.688
H 3.174 0.630 4.969
H 3.695 2.694 6.219
H 2.641 4.823 5.579
H 1.050 4.904 3.695
H 0.577 2.834 2.397
C 0.888 5.127 -2.348
N 1.666 3.919 -2.866
C 3.092 4.044 -2.330
N 3.094 4.130 -0.921
C 2.322 5.276 -0.470
N 0.947 5.193 -0.939
C 0.195 4.158 -0.270
P 0.933 2.453 -0.544
C 1.031 2.657 -2.422
C 2.724 2.903 -0.251
H -0.148 5.048 -2.694
H 1.351 6.021 -2.773
H 1.683 3.942 -3.891
H 3.522 4.959 -2.751
H 3.669 3.179 -2.667
H 2.777 6.187 -0.866
H 2.336 5.317 0.620
H -0.838 4.150 -0.635
H 0.167 4.379 0.799
H 0.014 2.623 -2.823
H 1.583 1.805 -2.833
H 3.349 2.079 -0.611
H 2.894 3.008 0.822
```

Here are the Mulliken charges for atoms 1 to 8, given in e: atom 1 (Ir): 2.6458, atom 2 (C): -1.1597, atom 3 (C): -0.4679, atom 4 (C): -0.6593, atom 5 (C): 0.3801, atom 6 (N): -0.0042, atom 7 (C): -0.3108, atom 8 (N): -0.4993



[4]
C36H40N3 | ωB97M-V/def2-TZVPD

Values from the calculation:
Charge ... +1
Energy relative to the best compared isomer or geometry (same formula, charge and spin) ... 4.46 kJ/mol
Spin multiplicity ... 1
F_max ... 0.030 hartree/bohr
LUMO energy ... -0.1492 hartree
Electronic energy ... -1559.8471 hartree
Frontier orbital gap ... 0.219 hartree

XYZ file:
```
79
C36H40N3 (ωB97M-V/def2-TZVPD)
C -6.297 3.159 -2.917
C -5.796 3.369 -1.625
C -4.512 2.927 -1.296
C -3.754 2.206 -2.224
C -2.339 1.765 -1.830
C -1.272 2.705 -2.387
C -0.014 2.641 -1.779
C 0.991 3.558 -2.088
C 0.764 4.514 -3.089
C -0.484 4.575 -3.720
C -1.485 3.644 -3.412
C -1.996 0.317 -2.234
C -3.078 -0.729 -1.936
C -2.320 -2.052 -2.084
C -0.832 -1.695 -1.933
N -0.818 -0.261 -1.581
C -4.256 1.970 -3.504
C -5.525 2.464 -3.856
H -7.288 3.533 -3.185
H -6.388 3.889 -0.868
H -4.068 3.132 -0.319
H -2.303 1.808 -0.726
H 0.155 1.872 -1.027
H 1.938 3.512 -1.549
H 1.564 5.198 -3.387
H -0.692 5.342 -4.462
H -2.430 3.657 -3.964
H -1.805 0.326 -3.332
H -3.391 -0.570 -0.891
H -3.963 -0.610 -2.578
H -2.643 -2.783 -1.339
H -2.475 -2.459 -3.087
H -0.332 -2.276 -1.153
H -0.300 -1.874 -2.882
H 0.036 0.157 -1.946
H -3.652 1.430 -4.242
H -5.901 2.296 -4.871
C 3.009 -6.585 4.141
N 2.270 -6.221 2.957
C 1.564 -7.228 2.192
C 0.741 -6.410 1.167
C 0.985 -4.983 1.530
C 1.946 -4.958 2.569
C 2.383 -3.740 3.112
C 1.806 -2.578 2.641
C 0.861 -2.543 1.556
C 0.411 -1.285 1.016
C 1.214 -0.118 1.116
C 0.635 1.180 1.251
C 1.450 2.255 1.539
C 2.841 2.075 1.733
N 3.404 3.213 2.209
C 4.770 3.341 2.662
C 2.423 4.272 2.397
C 1.121 3.682 1.790
C 3.459 0.833 1.509
C 2.656 -0.214 1.125
C 0.408 -3.814 1.067
H 3.460 -5.699 4.600
H 2.363 -7.068 4.896
H 3.811 -7.301 3.902
H 2.266 -7.910 1.692
H 0.917 -7.842 2.834
H 1.091 -6.639 0.150
H -0.322 -6.673 1.213
H 3.155 -3.729 3.883
H 2.100 -1.650 3.127
H -0.610 -1.175 0.660
H -0.446 1.319 1.197
H 5.148 2.371 2.999
H 5.439 3.699 1.868
H 4.820 4.052 3.496
H 2.278 4.498 3.469
H 2.720 5.211 1.898
H 0.868 4.205 0.855
H 0.268 3.805 2.468
H 4.532 0.724 1.656
H 3.117 -1.168 0.860
H -0.373 -3.861 0.304
```

Here are the Mulliken charges for atoms 1 to 8, given in e: atom 1 (C): -0.4878, atom 2 (C): -0.7095, atom 3 (C): -0.3590, atom 4 (C): -0.3130, atom 5 (C): 2.0290, atom 6 (C): -0.1515, atom 7 (C): 0.4316, atom 8 (C): -1.1450



[5]
C36H40OsP4S3Sb | ωB97M-V/def2-TZVPD

Values from the calculation:
Charge ... +2
Energy relative to the best compared isomer or geometry (same formula, charge and spin) ... 170.92 kJ/mol
Spin multiplicity ... 2
F_max ... 0.063 hartree/bohr
Expectation value of S² ... 0.8760
LUMO energy (spin up / spin down) ... -0.2590 / -0.2646 hartree
Electronic energy ... -4286.3292 hartree
Frontier orbital gap (spin up / spin down) ... 0.225 / 0.214 hartree

XYZ file:
```
85
C36H40OsP4S3Sb (ωB97M-V/def2-TZVPD)
Os -0.087 -0.067 -0.896
S 0.271 -0.817 -6.752
Sb -0.644 -2.736 -5.729
S -1.240 -1.335 -3.621
S 0.593 -0.963 -2.948
C -3.795 0.444 -1.895
P -2.557 0.601 -0.552
C -3.587 0.073 0.873
C -2.414 2.413 -0.305
C -3.402 3.134 0.355
C -3.249 4.491 0.589
C -2.109 5.144 0.151
C -1.140 4.448 -0.553
C -1.281 3.085 -0.781
P -0.071 2.133 -1.752
C -0.695 2.361 -3.455
C 1.438 3.151 -1.839
H -4.595 1.164 -1.724
H -4.196 -0.571 -1.883
H -3.350 0.619 -2.872
H -4.583 0.510 0.805
H -3.121 0.377 1.809
H -3.700 -1.010 0.864
H -4.302 2.642 0.691
H -4.019 5.033 1.115
H -1.981 6.198 0.343
H -0.270 4.970 -0.920
H -0.942 3.415 -3.593
H -1.578 1.753 -3.646
H 0.091 2.071 -4.155
H 1.236 4.047 -2.431
H 2.217 2.582 -2.350
H 1.781 3.424 -0.844
C 0.040 -1.070 2.432
C -0.765 -2.121 1.656
P -0.042 -2.243 -0.036
C -0.903 -3.473 -1.053
C -0.104 -4.249 -1.893
C -0.684 -5.098 -2.816
C -2.067 -5.176 -2.909
C -2.866 -4.405 -2.079
C -2.289 -3.546 -1.160
C 1.548 -3.055 0.281
C 1.581 -4.261 0.982
C 2.792 -4.899 1.179
C 3.966 -4.337 0.699
C 3.932 -3.140 0.004
C 2.722 -2.507 -0.223
P 0.591 0.376 1.377
C 2.398 0.333 1.507
C 3.137 0.624 0.365
C 4.517 0.659 0.420
C 5.161 0.384 1.616
C 4.428 0.099 2.757
C 3.047 0.088 2.714
C 0.188 1.908 2.271
C 1.090 2.970 2.214
C 0.805 4.159 2.860
C -0.393 4.312 3.539
C -1.299 3.265 3.589
C -1.015 2.072 2.951
H 0.971 -1.532 2.777
H -0.514 -0.713 3.306
H -1.815 -1.838 1.573
H -0.721 -3.090 2.159
H 0.973 -4.192 -1.808
H -0.049 -5.711 -3.443
H -2.517 -5.849 -3.622
H -3.940 -4.473 -2.159
H -2.909 -2.946 -0.511
H 0.668 -4.714 1.346
H 2.822 -5.840 1.706
H 4.905 -4.844 0.854
H 4.847 -2.705 -0.367
H 2.676 -1.597 -0.809
H 2.615 0.819 -0.572
H 5.088 0.900 -0.463
H 6.238 0.402 1.665
H 4.943 -0.117 3.679
H 2.475 -0.092 3.610
H 2.033 2.851 1.698
H 1.533 4.956 2.847
H -0.618 5.237 4.046
H -2.222 3.379 4.134
H -1.714 1.253 3.015
```

Here are the Mulliken charges for atoms 1 to 8, given in e: atom 1 (Os): 2.2520, atom 2 (S): -0.2890, atom 3 (Sb): 0.5482, atom 4 (S): -0.0699, atom 5 (S): -0.2816, atom 6 (C): -1.3504, atom 7 (P): 1.5336, atom 8 (C): -1.7663



| no. | M (g/mol) |
| --- | --- |
| 1 | 849.45 |
| 2 | 1446.64 |
| 3 | 884.04 |
| 4 | 514.74 |
| 5 | 1004.80 |